CH3Br2PS in the gas phase at a distorted geometry. Source: the Open Molecules 2025 dataset; level of theory: ωB97M-V/def2-TZVPD.

Computed properties:
relative energy (zero: lowest compared OMol25 entry of this formula, charge and spin)	2.42	kcal/mol
structure (SMILES)	CP(=S)(Br)Br
frontier orbital gap	9.17	eV
E_HOMO	-0.3583	hartree

Geometry (Å):
C -0.246 -0.079 -0.078
P -1.985 -0.457 -0.607
S -3.420 0.222 0.448
Br -1.886 0.117 -2.780
Br -1.794 -2.721 -0.848
H -0.371 1.011 0.026
H -0.023 -0.580 0.809
H 0.217 -0.469 -1.000